The following is a DFT calculation (the ωB97M-V functional and the def2-TZVPD basis) of a structure of composition C14H28Br2Cl2CsFLiN3O15P at a distorted geometry.

Positions of all 68 atoms, in Å:
O 4.668 0.443 0.563
C 4.453 0.976 -0.489
O 5.378 0.987 -1.477
C 3.048 1.658 -0.738
C 2.821 3.084 -0.752
C 1.571 3.570 -0.930
N 0.533 2.762 -1.121
O -0.773 3.137 -1.251
C 0.615 1.415 -1.143
P -0.890 0.321 -1.385
O -1.419 0.016 0.251
O -2.035 1.140 -2.121
C 1.903 0.818 -0.961
H 5.510 0.086 -1.787
H 3.648 3.757 -0.612
H 1.423 4.638 -0.907
H -1.055 3.276 -0.305
H -0.936 0.661 0.792
H -2.418 1.868 -1.548
H 2.000 -0.313 -0.950
N -3.311 3.458 0.556
O -3.140 2.304 -0.023
O -2.265 3.993 1.024
O -4.391 3.957 0.618
Br -4.037 -1.618 -3.751
C -4.471 0.247 -4.125
C -4.722 0.470 -5.590
Br -3.064 0.503 -6.609
H -3.651 0.839 -3.735
H -5.370 0.454 -3.550
H -5.177 1.445 -5.749
H -5.346 -0.298 -6.035
Cs 1.951 -1.435 0.482
C 4.633 -0.794 6.903
C 4.701 -0.795 5.371
C 5.328 0.528 4.909
O 3.444 -0.891 4.881
H 4.020 0.010 7.308
H 4.189 -1.745 7.191
H 5.631 -0.702 7.357
H 5.444 -1.603 5.092
H 4.739 1.382 5.227
H 5.417 0.561 3.825
H 6.336 0.653 5.323
O 6.402 3.067 4.158
Cl 5.326 3.959 3.884
O 4.065 3.317 4.078
O 5.420 4.456 2.536
O 5.402 5.161 4.803
C -5.582 -6.501 -3.335
O -5.963 -7.591 -2.952
N -4.585 -6.303 -4.215
C -4.175 -4.973 -4.631
C -3.900 -7.460 -4.762
H -6.038 -5.561 -2.978
H -4.297 -4.875 -5.711
H -3.126 -4.818 -4.370
H -4.778 -4.216 -4.137
H -4.613 -8.099 -5.285
H -3.451 -8.040 -3.955
H -3.126 -7.137 -5.453
O -3.223 0.991 2.154
H -3.137 0.555 1.252
H -3.106 0.344 2.872
H -4.059 1.497 2.232
Li 4.241 -3.616 7.172
F -4.616 6.231 -0.213
Cl 5.990 4.395 6.833

As for the total charge: -1. The spin multiplicity is 1. Its lowest unoccupied orbital energy is -1.0 eV. For the HOMO energy, the calculation gives -2.637 eV.

Results of the Löwdin charge analysis, in e, for atoms 1 through 5: number 1, O, carries 0.105; number 2, C, carries -0.462; number 3, O, carries 0.110; number 4, C, carries -0.084; number 5, C, carries 0.019